Entry 1:
Below is C20H28NO2SZr as an isolated structure at a distorted geometry, with properties calculated with the ωB97M-V functional and the def2-TZVPD basis.

Structure (XYZ):
```
53
Properties=species:S:1:pos:R:3:mulliken_charge:R:1
H -1.729 0.297 -2.527 0.252
N 0.900 -2.217 5.958 -0.545
H 0.465 -3.296 -3.611 0.374
H 1.644 1.586 -1.451 0.320
H 2.206 0.229 4.787 0.750
C -1.469 -0.051 -1.529 -1.839
Zr -0.030 0.068 2.464 0.374
O 0.109 -0.001 0.255 -0.141
C -0.779 2.170 -0.579 -1.542
C -0.316 -0.410 -4.334 -0.374
H 1.194 0.228 -2.542 0.225
H 0.129 1.945 5.027 0.578
H -2.426 -1.418 1.169 0.565
C 0.885 -2.147 4.781 0.599
C -2.056 1.052 3.430 -0.768
O 0.191 -1.261 -3.235 -0.246
H 2.259 -0.186 0.140 0.231
C 1.506 1.896 1.949 -0.360
C -1.882 -1.253 3.349 -0.701
C 1.747 0.786 3.976 -0.622
C 0.969 -2.334 -3.819 -0.519
H 3.145 0.380 2.266 0.510
S 0.968 -2.190 3.111 -0.316
C 0.176 -0.941 -5.704 -0.627
H -2.376 0.059 -0.926 0.395
C 1.130 -2.082 -5.355 -0.619
H 0.064 0.623 -4.230 0.320
H -1.421 -0.380 -4.297 0.450
H -1.592 -0.137 5.278 0.451
H 1.291 -1.410 -0.742 0.380
H -1.345 2.615 -1.406 0.446
H 0.081 2.805 -0.371 0.342
H -2.824 1.254 1.322 0.899
C 1.083 0.654 -1.567 -0.610
H -0.678 -1.264 -6.305 0.266
H -1.432 2.189 0.301 0.076
H 2.158 -1.756 -5.533 0.259
C 0.499 2.389 2.843 -0.710
C 2.262 0.890 2.642 -0.687
H 0.948 -2.981 -5.938 0.324
C 0.657 1.703 4.101 -0.444
C -0.349 0.769 -0.942 1.747
C -2.373 0.636 2.093 -0.195
H 1.774 2.332 0.990 0.707
H -2.149 2.065 3.817 0.564
H -0.197 3.214 2.644 0.465
H -1.194 -1.100 -1.600 0.542
C -2.227 -0.794 2.034 -0.629
H 0.696 -0.149 -6.243 0.272
H 1.969 -2.316 -3.347 0.243
C -1.759 -0.114 4.200 -0.387
H -1.863 -2.290 3.669 0.632
C 1.364 -0.356 -0.465 -0.679
```

Results
Max |F|   2.8 eV Å⁻¹
LUMO level   -0.147 Eh
E   -38888.8366 eV
Multiplicity   1
Relative energy (zero: lowest compared OMol25 entry of this formula, charge and spin)   0.000 eV
Net charge   +1

=====

Entry 2:
Below is a 2-piece molecular cluster, C20H29ClN2O overall, with properties calculated with the ωB97M-V functional and the def2-TZVPD basis.

Structure (XYZ):
```
53
Properties=species:S:1:pos:R:3:mulliken_charge:R:1
C 4.236 0.364 -2.736 -0.935
H 1.015 0.579 4.683 0.402
H 4.791 0.904 -1.970 0.273
H 0.975 1.262 0.299 0.468
H 0.104 0.798 2.427 0.385
H 4.200 -2.884 -1.488 0.509
C -5.023 -2.821 -2.002 -0.630
H 4.078 -1.667 -3.490 0.355
H -3.853 1.250 -1.095 0.453
C 1.035 0.415 -0.391 -1.303
C 2.368 -0.689 1.351 -0.187
H 2.091 -1.314 -1.941 0.368
C 4.526 -1.129 -2.652 -0.704
C 1.996 -2.771 -0.492 -0.354
H 5.604 -1.266 -2.733 0.399
H -0.388 -0.634 0.830 0.273
H 0.861 2.465 6.279 0.367
H -0.138 -1.384 -0.736 0.224
Cl 5.198 -1.387 -0.029 -0.139
H -2.754 -0.764 0.561 0.441
H -4.748 0.130 -0.092 0.357
C 0.545 1.508 4.386 -0.616
H -5.396 0.312 -2.564 0.311
H -1.561 1.279 -0.330 0.210
H -2.637 -1.482 -1.025 0.326
N 1.506 -3.753 -0.161 -0.569
H -3.999 -0.736 -2.868 0.343
C -0.144 3.754 4.888 -0.396
C -2.736 -0.526 -0.505 -0.607
H -1.333 0.416 -1.848 0.245
C 2.598 -1.535 -0.999 0.426
C 0.027 1.634 3.107 -0.120
H 3.167 0.388 -0.224 0.535
H -4.273 -2.803 -2.793 0.313
C 0.458 2.566 5.280 -0.391
C -4.733 -0.431 -2.116 -0.564
C -0.662 3.882 3.606 -0.530
H -4.592 -3.262 -1.100 0.240
H -0.987 2.919 1.716 0.324
C -0.225 -0.422 -0.228 -0.197
H 3.177 0.595 -2.608 0.125
C -4.030 0.189 -0.911 -0.795
C 4.088 -1.811 -1.360 -0.167
C 2.354 -0.315 -0.064 0.462
C -0.578 2.820 2.715 -0.245
H -0.210 4.583 5.581 0.357
O -5.538 -1.531 -1.734 -0.398
N 2.375 -0.921 2.473 -0.504
H -5.845 -3.460 -2.325 0.242
H 1.096 0.845 -1.392 0.427
H -1.133 4.808 3.302 0.374
H 4.516 0.748 -3.714 0.418
C -1.470 0.283 -0.770 -0.601
```

Results
Max |F|   0.6 eV Å⁻¹
LUMO level   0.017 Eh
E   -38759.6612 eV
Multiplicity   1
Relative energy (zero: lowest compared OMol25 entry of this formula, charge and spin)   0.618 eV
Net charge   0